Record 1
DFT (ωB97M-V/def2-TZVPD) results for a structure of composition C2H10N3.

Computed properties:
relative energy (zero: lowest compared OMol25 entry of this formula, charge and spin) = 108.0 kJ/mol
LUMO energy = -3.13 eV

The geometry in ORCA input format:
```
! RIJCOSX wB97M-V def2-TZVPD def2/J DEFGRID3
* xyz 1 1
C 0.4635 1.8364 1.8160
N -0.6740 1.0920 1.1982
H 0.1785 2.1784 2.8090
H 0.8540 2.6195 1.1798
H 1.2298 1.0770 1.9880
H -1.0701 0.4078 1.8331
H -1.4426 1.7465 1.0879
H -0.3183 0.6499 0.0244
N -0.3011 -2.1787 -1.2578
C 0.4904 -1.1526 -1.1246
N 0.1056 0.1045 -1.0418
H 0.0718 -3.1157 -1.2761
H -1.2925 -2.0404 -1.4168
H 1.5727 -1.3118 -1.1700
H 0.7035 0.7536 -1.5387
*
```


Record 2
DFT (ωB97M-V/def2-TZVPD) results for a cluster of 2 separate species, C2H10N3 in total.

Computed properties:
relative energy (zero: lowest compared OMol25 entry of this formula, charge and spin) = 121.4 kJ/mol
LUMO energy = -3.23 eV

The geometry in ORCA input format:
```
! RIJCOSX wB97M-V def2-TZVPD def2/J DEFGRID3
* xyz 1 1
C 1.5318 1.9015 -0.4579
N 0.8526 0.5825 -0.4669
H 2.5603 1.7556 -0.7708
H 1.4514 2.3324 0.5316
H 1.0546 2.5696 -1.1751
H 1.0027 -0.0049 -1.2860
H 1.2980 0.0143 0.2622
H -0.1360 0.5052 -0.1657
N -0.3616 -1.7655 0.4377
C -1.6679 -1.2471 0.4124
N -1.9079 -0.0453 0.7430
H -0.1797 -2.5085 -0.2254
H -0.1099 -2.1448 1.3447
H -2.4589 -1.9324 0.1151
H -2.9294 -0.0127 0.7011
*
```


Record 3
DFT (ωB97M-V/def2-TZVPD) results for a cluster of 2 separate species, C2H10N3O in total.

Computed properties:
relative energy (zero: lowest compared OMol25 entry of this formula, charge and spin) = 191.1 kJ/mol
LUMO energy = -3.36 eV

The geometry in ORCA input format:
```
! RIJCOSX wB97M-V def2-TZVPD def2/J DEFGRID3
* xyz 1 1
C -1.8449 -0.7981 0.0700
N -0.4641 -1.2498 0.5222
C 0.3101 -0.2831 1.0188
N 1.6352 -0.2241 0.4600
N -0.0882 0.8725 1.5896
H -1.6182 -0.4652 -0.9168
H -2.4196 0.0359 0.6620
H -2.3478 -1.6953 -0.1002
H -0.0485 -2.0542 0.1621
H 2.0767 0.6675 0.4222
H 1.8796 -0.9809 -0.1833
H 0.5665 1.6177 1.7087
H -1.0797 1.0727 1.7198
H 1.9557 1.4228 -2.3655
H 0.3750 1.1580 -2.6862
O 1.1124 0.9034 -2.0833
*
```


Taking the records one at a time from the top gives Kohn-Sham gap values of 11.05, 11.25, 11.03 eV.
Taking the records one at a time from the top gives energy values of -6699.920, -6699.781, -8747.161 eV.
Taking the records one at a time from the top gives highest occupied orbital energy values of -14.2, -14.5, -14.4 eV.